{
  "formula": "C26H42BrF2O8",
  "method": "the ωB97M-V functional and the def2-TZVPD basis",
  "de_lowest_kcal_mol": 13.8,
  "total_charge": -1,
  "gap_ev": 4.502,
  "symbols": ["C", "C", "C", "F", "C", "C", "C", "C", "F", "C", "C", "C", "Br", "H", "H", "H", "H", "H", "H", "H", "H", "H", "H", "H", "H", "H", "H", "H", "H", "H", "H", "O", "C", "O", "C", "C", "C", "H", "H", "H", "H", "H", "H", "O", "C", "O", "C", "C", "C", "H", "H", "H", "H", "H", "H", "O", "C", "O", "C", "C", "C", "H", "H", "H", "H", "H", "H", "O", "C", "O", "C", "C", "C", "H", "H", "H", "H", "H", "H"],
  "positions_angstrom": [[-0.69657, 0.93383, 1.03771], [0.15516, 0.48653, 2.22417], [-0.16176, -0.91447, 2.73327], [0.23618, -0.85787, 4.15742], [0.48466, -2.10326, 2.09957], [-0.57437, -3.09173, 1.53511], [-1.66008, -2.57039, 0.62030], [-1.26803, -2.47685, -0.85080], [-2.75921, -3.50791, 0.67286], [1.45359, -1.73442, 0.96093], [2.83629, -1.32619, 1.47035], [3.58746, -0.34182, 0.55088], [3.95721, -2.95919, 1.66368], [-1.73204, 0.63675, 1.16261], [-0.69547, 2.02119, 1.04159], [-0.28312, 0.64053, 0.08082], [-0.11120, 1.16966, 3.02599], [1.20822, 0.65791, 2.03269], [-1.25149, -0.99382, 2.78894], [-0.07163, -3.90656, 1.01742], [-1.08548, -3.51557, 2.39927], [-2.09568, -1.63023, 0.92920], [-1.94818, -3.05871, -1.46123], [-0.23412, -2.72513, -1.02586], [-1.37207, -1.44261, -1.17270], [1.60535, -2.65411, 0.40027], [1.07998, -1.00644, 0.23636], [2.72965, -0.94692, 2.47511], [2.96587, -0.16332, -0.31410], [4.52103, -0.76615, 0.21061], [3.74826, 0.59652, 1.07021], [0.94020, 2.19161, -1.49791], [1.01648, 1.62120, -2.54992], [1.24988, 0.30107, -2.64388], [1.39390, -0.09464, -4.02484], [0.68402, 0.99656, -4.81621], [0.91045, 2.22687, -3.93784], [2.46043, -0.14881, -4.25731], [0.95312, -1.07937, -4.16384], [1.05688, 1.09855, -5.83364], [-0.38334, 0.77641, -4.86933], [1.85108, 2.73019, -4.16787], [0.09055, 2.93878, -3.98396], [-3.42060, 2.85495, 3.55145], [-3.25929, 2.04993, 4.42400], [-2.08697, 1.42221, 4.63906], [-2.22456, 0.44295, 5.68763], [-3.43714, 0.89652, 6.49108], [-4.29718, 1.55791, 5.41681], [-2.36990, -0.53651, 5.23105], [-1.31092, 0.41956, 6.27303], [-3.92859, 0.08104, 7.01893], [-3.13589, 1.64236, 7.22937], [-4.94760, 0.84304, 4.91077], [-4.88580, 2.38829, 5.79703], [1.13106, -3.03340, -4.93768], [1.16434, -3.98684, -4.20768], [0.62230, -3.96456, -2.98065], [0.89188, -5.19606, -2.28499], [1.18052, -6.21007, -3.38457], [1.81445, -5.33189, -4.46412], [1.74798, -5.03654, -1.62697], [0.02798, -5.45394, -1.67836], [1.80840, -7.03384, -3.05142], [0.24431, -6.62925, -3.75690], [2.89209, -5.22632, -4.33072], [1.59880, -5.67594, -5.47181], [-0.36467, 7.77263, -2.92446], [-0.12514, 6.96796, -2.06874], [1.10985, 6.46292, -1.86663], [1.06791, 5.44056, -0.84182], [-0.18426, 5.74149, -0.03307], [-1.10443, 6.33999, -1.09462], [1.01952, 4.46494, -1.32274], [1.97587, 5.49653, -0.24633], [-0.58794, 4.86388, 0.46704], [0.03444, 6.49291, 0.72812], [-1.67372, 5.57336, -1.62222], [-1.77916, 7.09153, -0.69494]],
  "forces_ev_per_a": [[0.487, 0.346, 0.226], [-0.685, 0.244, 0.369], [1.059, -0.754, -0.460], [-0.187, 0.227, 0.555], [-0.929, 0.752, -1.672], [0.266, 0.538, 1.245], [-0.066, -0.769, -0.671], [-0.154, 0.889, 0.285], [-0.040, 0.117, 0.023], [-0.113, -0.909, 1.026], [0.051, 0.385, -0.706], [-0.398, -0.480, 0.357], [-0.016, -0.013, 0.233], [-0.204, -0.254, -0.113], [-0.059, 0.232, -0.181], [-0.201, -0.321, -0.201], [0.106, 0.052, 0.291], [0.274, -0.177, -0.146], [-0.161, -0.101, 0.208], [0.090, -0.289, -0.049], [-0.233, -0.255, 0.040], [-0.046, 0.158, 0.389], [0.029, -0.308, -0.097], [0.204, -0.365, -0.047], [0.000, 0.194, -0.188], [-0.012, -0.093, -0.389], [0.200, 0.444, -0.119], [0.199, -0.098, 0.297], [-0.132, 0.229, -0.348], [0.323, 0.142, -0.003], [0.185, 0.208, -0.013], [-0.005, 0.003, -0.042], [0.180, 0.152, 0.032], [0.005, -0.022, -0.019], [-0.173, -0.081, -0.105], [0.017, 0.156, 0.008], [-0.253, -0.357, -0.217], [0.005, 0.035, 0.036], [0.110, 0.165, 0.197], [0.058, -0.022, 0.022], [0.007, -0.031, -0.005], [-0.016, 0.071, 0.045], [0.121, 0.155, 0.095], [0.096, 0.089, 0.010], [-0.121, -0.101, -0.162], [-0.112, 0.095, 0.098], [-0.017, -0.139, 0.131], [-0.119, 0.052, -0.028], [0.249, -0.036, 0.391], [0.073, 0.020, -0.061], [0.127, 0.028, -0.196], [0.028, -0.046, -0.052], [0.009, -0.008, 0.006], [-0.036, 0.042, -0.039], [-0.125, 0.014, -0.194], [-0.062, -0.249, -0.154], [0.207, 0.174, -0.014], [-0.022, -0.071, -0.115], [0.045, -0.178, 0.163], [0.075, 0.005, -0.111], [-0.335, -0.283, 0.184], [0.001, 0.032, -0.002], [-0.052, 0.175, 0.005], [0.035, 0.049, 0.048], [-0.008, 0.000, 0.019], [0.013, 0.037, -0.055], [0.151, 0.131, -0.087], [0.116, 0.068, -0.010], [-0.210, -0.090, -0.126], [0.002, 0.053, 0.065], [-0.020, -0.164, 0.131], [-0.124, 0.026, 0.013], [0.309, 0.003, 0.364], [-0.005, -0.005, 0.005], [0.083, 0.109, -0.138], [0.034, -0.052, -0.062], [0.004, -0.008, 0.002], [-0.050, 0.036, -0.027], [-0.131, -0.003, -0.187]]
}

***

{
  "formula": "C26H42Cl3LuN4O4Si",
  "method": "the ωB97M-V functional and the def2-TZVPD basis",
  "de_lowest_kcal_mol": 16.6,
  "gap_ev": 8.059,
  "symbols": ["C", "C", "H", "H", "H", "C", "C", "H", "H", "H", "H", "Lu", "Cl", "Cl", "H", "H", "C", "C", "N", "H", "C", "O", "H", "H", "H", "H", "H", "H", "C", "C", "N", "H", "C", "O", "H", "H", "H", "H", "O", "C", "C", "C", "H", "C", "H", "C", "H", "C", "C", "H", "H", "H", "Si", "Cl", "C", "C", "C", "H", "H", "H", "H", "H", "H", "H", "H", "H", "N", "C", "O", "C", "C", "C", "N", "C", "C", "H", "H", "H", "H", "H", "H"],
  "positions_angstrom": [[-1.60029, -1.89835, -3.62984], [-1.11725, -2.60685, -2.40434], [-1.63998, -2.56798, -4.49949], [-0.93271, -1.05373, -3.84269], [-2.60738, -1.49477, -3.45099], [-0.56138, -3.83270, -2.43904], [-0.26940, -4.60331, -3.68256], [-0.34324, -4.36874, -1.50884], [-0.01980, -3.96549, -4.54096], [-1.13084, -5.22535, -3.95972], [0.57058, -5.28323, -3.51036], [0.19908, 1.21462, -0.24832], [-2.32234, 1.60148, -0.16325], [2.05027, 2.97029, -0.72668], [0.82332, 5.33234, 3.88779], [-1.34909, 6.37686, 3.11366], [1.02107, 4.99818, 2.86359], [-1.08515, 6.05241, 2.09800], [-0.25136, 4.85930, 2.16208], [1.55111, 4.04660, 2.86584], [-0.61367, 3.73021, 1.56320], [0.14176, 2.73318, 1.44095], [-1.99724, 5.82232, 1.53708], [-1.63318, 3.70522, 1.14981], [1.63012, 5.76677, 2.37362], [-0.54076, 6.86663, 1.59733], [1.38849, -1.30073, -2.69479], [2.39633, -3.76922, -1.53392], [2.40277, -1.01643, -2.38144], [3.22692, -3.08701, -1.30876], [2.75277, -1.71627, -1.14678], [2.45056, 0.06321, -2.21089], [2.58533, -1.13123, 0.04776], [2.11532, 0.02598, 0.17871], [3.72887, -3.42192, -0.39743], [2.89377, -1.74680, 0.91593], [3.09800, -1.32647, -3.16687], [3.92269, -3.11976, -2.15125], [-0.33815, -0.75191, -1.13916], [-1.23492, -1.79460, -1.09474], [0.14348, -3.10940, 0.55357], [-1.11730, -2.70461, 0.15261], [0.98034, -2.82186, -0.09308], [0.31338, -3.91333, 1.67429], [-2.22615, -1.30794, -1.10469], [-2.24209, -3.26468, 0.76616], [1.32369, -4.11887, 2.01864], [-0.79585, -4.47312, 2.29515], [-2.07315, -4.15766, 1.82614], [-3.24078, -3.03428, 0.37660], [-0.65565, -5.16869, 3.12224], [-2.93809, -4.63789, 2.28124], [-0.54124, 3.71712, -3.47616], [-0.24905, 1.58896, -2.96455], [1.20293, 4.38021, -3.69691], [-1.54909, 4.46973, -2.10164], [-1.46718, 3.84007, -5.07142], [1.94301, 3.70584, -3.23496], [1.37100, 5.37395, -3.26116], [1.41432, 4.44551, -4.77986], [-0.79845, 3.51845, -5.87780], [-1.75059, 4.87839, -5.25871], [-2.36299, 3.22352, -5.10356], [-1.53821, 3.85701, -1.18853], [-2.60300, 4.57594, -2.39645], [-1.14315, 5.46528, -1.88476], [-0.49156, -2.71483, 6.54539], [0.58932, -2.19613, 5.86154], [1.73956, -2.43507, 6.21425], [0.28613, -1.38894, 4.63047], [-0.92420, -1.42898, 3.92691], [-1.04480, -0.71533, 2.72798], [-0.05424, 0.00724, 2.18641], [1.08673, 0.08918, 2.89708], [1.30983, -0.60987, 4.08330], [-0.27954, -3.09240, 7.45522], [-1.41109, -2.31088, 6.45298], [-1.74876, -2.04528, 4.26269], [-1.98137, -0.74229, 2.17659], [1.87171, 0.72399, 2.49254], [2.29119, -0.55083, 4.55200]],
  "forces_ev_per_a": [[0.135, 0.090, -0.152], [0.383, -0.856, 0.762], [-0.006, 0.293, 0.216], [-0.239, -0.043, -0.101], [0.256, -0.023, -0.061], [-0.422, 0.638, 0.281], [0.005, -0.281, -0.380], [-0.003, 0.370, -0.266], [-0.069, -0.175, 0.228], [0.148, 0.014, -0.085], [-0.059, 0.035, -0.104], [-0.309, -1.767, 0.151], [-0.194, 0.034, 0.143], [-0.078, -0.002, -0.239], [0.028, -0.125, -0.082], [0.006, -0.024, -0.243], [-0.050, 0.165, -0.139], [-0.074, -0.164, 0.116], [0.079, 0.080, 0.142], [-0.098, 0.136, -0.071], [0.840, -0.889, -0.294], [-1.101, 1.236, 0.679], [0.191, 0.123, 0.132], [0.224, 0.049, 0.005], [-0.029, -0.218, 0.013], [-0.154, -0.250, 0.097], [0.207, 0.199, 0.206], [0.064, 0.169, 0.050], [-0.352, -0.112, -0.139], [-0.117, 0.084, 0.197], [0.254, 0.255, 0.345], [0.022, -0.219, -0.136], [-0.427, 0.709, -0.892], [0.636, -1.416, 0.132], [-0.057, 0.021, -0.121], [-0.076, 0.329, -0.276], [0.097, 0.196, 0.190], [0.025, -0.003, 0.218], [1.259, 0.808, 0.815], [-0.642, 0.066, -0.131], [0.306, 0.212, 0.054], [-0.461, 0.119, -1.099], [-0.442, 0.065, 0.677], [0.193, -0.071, -0.317], [-0.342, -0.545, 0.237], [0.174, 0.048, 0.076], [-0.139, -0.232, 0.020], [-0.073, 0.134, 0.128], [-0.037, -0.108, -0.043], [0.371, -0.008, 0.241], [-0.127, 0.216, -0.115], [0.113, 0.139, -0.079], [0.604, -0.347, 0.603], [-0.318, 0.997, -0.782], [0.218, -0.158, -0.271], [-0.052, -0.006, 0.251], [0.237, -0.418, -0.368], [-0.380, 0.269, -0.167], [-0.205, -0.205, -0.052], [-0.050, -0.003, 0.370], [-0.191, 0.056, -0.024], [0.040, 0.016, 0.064], [-0.081, -0.011, 0.054], [0.046, 0.249, -0.314], [0.275, -0.055, 0.029], [-0.080, -0.102, 0.037], [0.240, 0.388, -0.148], [0.344, -0.565, 0.604], [-1.005, 0.353, -0.391], [0.044, 0.187, -0.814], [0.464, 0.252, 0.053], [0.075, -0.050, -0.013], [0.199, -0.019, 0.564], [-0.170, -0.324, 0.192], [-0.047, 0.199, -0.178], [0.081, -0.084, -0.066], [0.182, 0.020, -0.146], [-0.014, 0.078, -0.080], [0.206, 0.002, -0.021], [-0.162, -0.169, -0.020], [-0.340, -0.055, 0.047]]
}